Record 1
ORCA calculation (wB97M-V/def2-TZVPD) on a structure of composition C63H66Ge2O5P2PtS4 in a non-equilibrium geometry.

Its multiplicity is 5. The energy above the lowest of the compared OMol25 structures with the same formula, charge and spin comes out at 0.0 kcal/mol. The calculation puts the HOMO energy (alpha / beta) at -6.59 / -7.73 eV. The electronic energy is -9365.289746 hartree.

Each line ends with the Löwdin spin population.
Element x y z (Å)
Pt: -0.386 -1.351 -2.113  1.246
C: 3.518 -3.075 5.143  0.000
C: 3.663 -1.896 4.218  0.000
C: 4.072 -2.060 2.901  0.000
C: 4.216 -0.977 2.044  0.000
C: 4.731 -1.184 0.644  0.000
C: 3.916 0.310 2.515  0.002
C: 3.519 0.496 3.843  0.002
C: 3.196 1.860 4.397  0.000
C: 3.403 -0.612 4.674  0.001
C: 4.125 1.484 1.622  0.001
C: 5.324 2.185 1.747  0.000
C: 5.598 3.275 0.940  0.001
C: 4.684 3.661 -0.025  0.000
C: 3.485 2.971 -0.185  0.002
C: 3.195 1.894 0.663  0.006
Ge: 1.469 0.927 0.385  0.018
S: 1.666 -0.091 -1.542  0.145
S: 0.782 -0.502 2.058  0.059
Ge: -1.271 0.109 1.309  0.043
S: -1.810 -1.477 -0.150  0.767
S: -0.519 2.042 0.390  0.006
C: -2.845 0.186 2.525  0.004
C: -4.112 0.137 1.930  0.004
C: -5.241 0.048 2.739  0.001
C: -5.122 -0.005 4.117  0.001
C: -3.868 0.071 4.698  0.000
C: -2.718 0.183 3.913  0.001
C: -1.445 0.366 4.671  0.000
C: -0.811 -0.721 5.273  0.000
C: -1.198 -2.142 4.951  0.000
C: 0.198 -0.485 6.202  0.000
C: 0.584 0.799 6.545  0.000
C: 1.600 1.050 7.627  0.000
C: -0.014 1.868 5.884  0.000
C: -1.020 1.675 4.951  0.000
C: -1.671 2.856 4.281  0.000
C: -4.322 0.258 0.456  0.036
C: -4.209 1.509 -0.164  0.004
C: -3.859 2.771 0.582  0.000
C: -4.498 1.619 -1.522  0.008
C: -4.917 0.536 -2.274  0.004
C: -5.277 0.704 -3.725  0.001
C: -5.028 -0.701 -1.642  0.010
C: -4.751 -0.857 -0.292  0.036
C: -4.916 -2.204 0.363  0.005
C: 2.564 3.422 -1.269  0.002
C: 1.489 4.270 -0.990  0.001
C: 1.178 4.742 0.409  0.000
C: 0.695 4.722 -2.039  0.000
C: 0.941 4.358 -3.354  0.001
C: 0.058 4.862 -4.463  0.000
C: 2.025 3.524 -3.613  0.001
C: 2.854 3.069 -2.598  0.002
C: 4.071 2.246 -2.928  0.003
H: 3.748 -4.008 4.629  0.000
H: 2.498 -3.136 5.526  0.000
H: 4.189 -2.978 5.999  0.000
H: 4.297 -3.057 2.537  0.000
H: 5.023 -2.223 0.493  0.000
H: 5.598 -0.548 0.453  0.000
H: 3.973 -0.927 -0.102  0.001
H: 3.393 2.650 3.678  0.000
H: 3.788 2.056 5.293  0.000
H: 2.140 1.902 4.673  0.000
H: 3.101 -0.467 5.705  0.000
H: 6.039 1.855 2.492  0.000
H: 6.528 3.817 1.059  0.000
H: 4.888 4.507 -0.671  0.000
H: -6.220 0.047 2.274  0.000
H: -6.005 -0.082 4.739  0.000
H: -3.757 0.063 5.775  0.000
H: -1.938 -2.186 4.154  0.000
H: -1.609 -2.642 5.830  0.000
H: -0.317 -2.702 4.629  0.000
H: 0.672 -1.332 6.689  0.000
H: 2.031 0.115 7.985  0.000
H: 1.131 1.554 8.474  0.000
H: 2.406 1.693 7.269  0.000
H: 0.292 2.880 6.131  0.000
H: -1.279 3.790 4.682  0.000
H: -2.753 2.842 4.427  0.000
H: -1.481 2.843 3.205  0.000
H: -3.706 2.598 1.645  0.000
H: -4.662 3.501 0.467  0.000
H: -2.952 3.212 0.170  0.000
H: -4.404 2.590 -1.997  0.001
H: -5.433 1.754 -3.967  0.000
H: -6.186 0.152 -3.967  0.000
H: -4.479 0.340 -4.373  0.000
H: -5.362 -1.561 -2.216  0.000
H: -5.105 -2.977 -0.382  0.000
H: -5.752 -2.195 1.063  0.000
H: -4.021 -2.473 0.926  0.002
H: 1.816 4.267 1.152  0.000
H: 0.138 4.528 0.657  0.000
H: 1.320 5.822 0.482  0.000
H: -0.136 5.385 -1.820  0.000
H: -0.333 5.851 -4.224  0.000
H: -0.797 4.197 -4.606  0.000
H: 0.596 4.914 -5.409  0.000
H: 2.240 3.238 -4.639  0.000
H: 4.022 1.880 -3.953  0.000
H: 4.163 1.392 -2.259  0.003
H: 4.978 2.846 -2.822  0.000
C: -3.155 -2.181 -4.898  0.039
P: -1.978 -2.666 -3.584  0.110
C: -3.035 -3.762 -2.565  0.002
C: -0.864 -3.878 -4.374  0.008
C: -1.087 -4.379 -5.653  0.005
C: -0.213 -5.295 -6.218  0.001
C: 0.889 -5.734 -5.503  0.006
C: 1.126 -5.236 -4.232  0.006
C: 0.269 -4.299 -3.664  0.025
P: 0.669 -3.525 -2.061  0.124
C: 0.344 -4.840 -0.834  0.021
C: 2.478 -3.384 -2.037  0.017
H: -2.630 -1.695 -5.721  0.001
H: -3.848 -1.462 -4.463  0.001
H: -3.717 -3.039 -5.266  0.007
H: -3.401 -4.604 -3.152  0.002
H: -3.872 -3.173 -2.184  0.001
H: -2.464 -4.120 -1.710  -0.001
H: -1.942 -4.044 -6.225  0.001
H: -0.390 -5.658 -7.222  0.000
H: 1.575 -6.448 -5.940  0.001
H: 1.998 -5.571 -3.685  0.001
H: 0.956 -5.715 -1.056  0.006
H: -0.708 -5.120 -0.849  0.000
H: 0.590 -4.457 0.157  0.001
H: 2.965 -4.356 -2.114  0.004
H: 2.760 -2.902 -1.100  0.000
H: 2.775 -2.736 -2.861  0.000
O: 0.638 2.218 -7.356  0.072
C: 0.301 1.381 -6.564  0.018
C: -0.887 1.462 -5.616  0.033
O: -1.899 2.097 -5.782  0.114
C: -0.579 0.521 -4.503  0.096
C: 0.499 -0.375 -4.929  0.103
O: 0.867 -1.367 -4.282  0.305
C: 1.011 0.070 -6.256  0.037
O: 1.803 -0.503 -6.963  0.124
O: -1.153 0.461 -3.409  0.279

Record 2
ORCA calculation (wB97M-V/def2-TZVPD) on a cluster of 8 separate species, C63H73N10O9 in total in a non-equilibrium geometry.

Its multiplicity is 2. As for the net charge: +8. The calculation puts the HOMO energy at -20.73 eV. The electronic energy is -3665.707961 hartree.

Each line ends with the Löwdin spin population.
Element x y z (Å)
C: 2.552 0.786 -2.650  0.000
N: 2.981 0.154 -3.926  0.000
C: 4.180 0.486 -4.494  0.000
C: 4.717 -0.228 -5.513  0.000
C: 3.832 -1.123 -6.156  0.000
C: 2.615 -1.384 -5.636  0.000
C: 2.168 -0.744 -4.511  0.000
C: 4.195 -1.780 -7.468  0.000
C: 5.476 -2.292 -7.595  0.000
C: 5.771 -3.044 -8.770  0.000
N: 4.817 -3.242 -9.739  0.000
C: 3.671 -2.609 -9.621  0.000
C: 3.300 -1.894 -8.517  0.000
C: 5.031 -3.974 -10.974  0.000
H: 1.910 1.633 -2.895  0.000
H: 3.458 1.090 -2.126  0.000
H: 2.008 0.131 -1.970  0.000
H: 4.661 1.344 -4.048  0.000
H: 5.578 0.107 -6.074  0.000
H: 1.927 -2.073 -6.104  0.000
H: 1.190 -0.954 -4.105  0.000
H: 6.097 -2.250 -6.712  0.000
H: 6.704 -3.554 -8.958  0.000
H: 2.989 -2.819 -10.431  0.000
H: 2.254 -1.637 -8.445  0.000
H: 4.511 -4.909 -10.766  0.000
H: 6.101 -4.011 -11.178  0.000
H: 4.572 -3.403 -11.782  0.000
C: 1.285 -2.050 8.828  0.000
N: 0.461 -1.546 7.705  0.000
C: 1.074 -1.182 6.586  0.000
C: 0.414 -0.581 5.531  0.000
C: -0.948 -0.421 5.656  0.000
C: -1.593 -0.980 6.778  0.000
C: -0.909 -1.544 7.809  0.000
C: -1.668 0.447 4.623  0.000
C: -2.378 1.582 4.954  0.000
C: -3.075 2.248 3.971  0.000
N: -2.991 1.939 2.671  0.000
C: -2.364 0.779 2.300  0.000
C: -1.623 0.041 3.291  0.000
C: -3.496 2.843 1.710  0.000
H: 1.550 -1.176 9.422  0.000
H: 2.148 -2.586 8.433  0.000
H: 0.634 -2.637 9.477  0.000
H: 2.154 -1.180 6.611  0.000
H: 0.880 -0.184 4.641  0.000
H: -2.661 -0.891 6.911  0.000
H: -1.333 -1.988 8.697  0.000
H: -2.489 2.002 5.943  0.000
H: -3.701 3.100 4.193  0.000
H: -2.407 0.434 1.277  0.000
H: -1.004 -0.780 2.959  0.000
H: -4.536 3.047 1.966  0.000
H: -3.535 2.394 0.717  0.000
H: -2.884 3.743 1.659  0.000
C: 1.774 4.629 5.978  0.000
N: 1.289 4.749 4.539  0.000
C: 0.547 3.836 3.916  0.000
C: 0.225 3.926 2.533  0.000
C: 0.759 5.006 1.811  0.000
C: 1.483 5.992 2.495  0.000
C: 1.747 5.839 3.864  0.000
C: 0.550 5.075 0.350  0.000
C: 1.522 5.632 -0.465  0.000
C: 1.366 5.644 -1.837  0.000
N: 0.205 5.244 -2.458  0.000
C: -0.748 4.695 -1.688  0.000
C: -0.621 4.652 -0.314  0.000
C: 0.090 5.227 -3.913  0.001
H: 1.241 5.400 6.534  0.000
H: 2.851 4.668 6.137  0.000
H: 1.375 3.703 6.392  0.000
H: 0.279 3.018 4.569  0.000
H: -0.297 3.062 2.149  0.000
H: 1.842 6.904 2.041  0.000
H: 2.256 6.558 4.489  0.000
H: 2.511 5.874 -0.107  0.000
H: 2.118 5.958 -2.545  0.000
H: -1.528 4.219 -2.264  0.000
H: -1.434 4.080 0.108  0.000
H: -0.725 5.905 -4.165  0.000
H: -0.043 4.193 -4.230  0.001
H: 1.054 5.479 -4.355  0.000
C: -4.298 -2.692 -0.443  0.000
N: -5.246 -1.682 -0.832  0.000
C: -4.801 -0.430 -1.206  0.000
C: -5.721 0.520 -1.607  0.000
C: -7.111 0.258 -1.715  0.000
C: -7.533 -1.060 -1.440  0.000
C: -6.574 -1.995 -0.961  0.000
C: -8.055 1.315 -2.180  0.000
C: -8.995 1.054 -3.181  0.000
C: -9.786 2.097 -3.640  0.000
N: -9.554 3.373 -3.221  0.000
C: -8.720 3.677 -2.161  0.000
C: -7.950 2.582 -1.692  0.000
C: -10.205 4.523 -3.851  0.000
H: -3.328 -2.228 -0.269  0.000
H: -4.292 -3.447 -1.230  0.000
H: -4.605 -3.220 0.460  0.000
H: -3.767 -0.144 -1.080  0.000
H: -5.495 1.570 -1.711  0.000
H: -8.538 -1.425 -1.589  0.000
H: -6.830 -2.999 -0.656  0.000
H: -9.074 0.036 -3.532  0.000
H: -10.381 1.950 -4.529  0.000
H: -8.694 4.706 -1.831  0.000
H: -7.230 2.732 -0.901  0.000
H: -10.184 4.387 -4.932  0.000
H: -9.581 5.394 -3.654  0.000
H: -11.157 4.668 -3.339  0.000
C: 5.780 -7.390 7.614  0.000
N: 5.437 -6.544 6.468  0.000
C: 5.747 -5.196 6.614  0.000
C: 5.353 -4.292 5.561  0.000
C: 4.642 -4.821 4.483  0.000
C: 4.447 -6.202 4.339  0.000
C: 4.865 -7.085 5.382  0.000
C: 4.050 -3.884 3.520  0.000
C: 2.658 -4.032 3.160  0.000
C: 2.002 -3.031 2.457  0.000
N: 2.676 -1.930 2.034  0.000
C: 4.000 -1.751 2.339  0.000
C: 4.713 -2.683 3.065  0.000
C: 1.931 -0.949 1.317  0.000
H: 6.854 -7.573 7.617  0.000
H: 5.245 -8.336 7.530  0.000
H: 5.433 -6.813 8.472  0.000
H: 6.309 -4.956 7.504  0.000
H: 5.552 -3.239 5.695  0.000
H: 3.906 -6.573 3.481  0.000
H: 4.586 -8.126 5.315  0.000
H: 1.974 -4.793 3.506  0.000
H: 0.959 -3.091 2.184  0.000
H: 4.385 -0.779 2.070  0.000
H: 5.733 -2.523 3.383  0.000
H: 1.198 -1.433 0.671  0.000
H: 2.488 -0.365 0.585  0.000
H: 1.418 -0.323 2.048  0.000
O: -0.736 -0.041 -2.308  0.000
C: -1.162 0.841 -1.366  0.000
O: -1.956 1.742 -1.588  0.000
O: -0.636 0.796 -0.272  0.000
H: -0.148 -0.493 -1.699  0.000
O: -0.758 0.746 -5.248  0.020
C: -0.089 1.407 -6.228  0.035
O: 0.508 2.421 -5.880  0.218
O: -0.111 0.994 -7.417  0.723
H: -0.479 1.351 -4.557  0.004
O: -0.315 -3.739 -1.988  0.000
C: 0.883 -3.367 -1.523  0.000
O: 1.439 -4.072 -0.613  0.000
O: 1.331 -2.285 -1.979  0.000
H: -0.369 -2.956 -2.541  0.000

Record 3
ORCA calculation (wB97M-V/def2-TZVPD) on a cluster of 2 separate species, C63H84N5 in total in a non-equilibrium geometry.

The energy above the lowest of the compared OMol25 structures with the same formula, charge and spin comes out at 0.0 kcal/mol. As for the net charge: +1. The calculation puts the HOMO energy at -8.39 eV. The electronic energy is -2724.495048 hartree.

Each line ends with the Löwdin charge.
Element x y z (Å)
C: 4.432 -4.313 -1.210  -0.063
C: 3.081 -4.883 -1.666  -0.387
C: 3.204 -5.608 -3.006  -0.073
C: 1.998 -3.810 -1.695  -0.174
C: 1.826 -2.955 -2.788  0.033
C: 0.941 -1.881 -2.738  -0.094
C: 0.876 -0.878 -3.886  -0.367
C: 1.179 -1.460 -5.267  -0.054
C: 1.708 0.365 -3.584  -0.036
C: 0.145 -1.684 -1.566  -0.048
C: -0.780 -0.556 -1.442  -0.099
N: -1.947 -0.522 -2.194  0.056
C: -2.296 -1.332 -3.339  -0.083
C: -2.364 -0.748 -4.619  -0.126
C: -2.270 0.769 -4.812  -0.378
C: -3.630 1.413 -4.586  -0.048
C: -1.628 1.174 -6.133  -0.049
C: -2.515 -1.590 -5.729  -0.018
C: -2.548 -2.973 -5.575  -0.048
C: -2.516 -3.535 -4.306  -0.013
C: -2.509 -2.715 -3.173  -0.099
C: -2.834 -3.288 -1.802  -0.368
C: -2.603 -4.791 -1.733  -0.070
C: -4.215 -2.868 -1.301  -0.028
N: -2.653 0.582 -1.919  0.153
N: -1.970 1.230 -0.941  0.014
C: -2.417 2.574 -0.605  -0.078
C: -1.948 3.652 -1.376  -0.110
C: -1.021 3.443 -2.576  -0.368
C: 0.426 3.748 -2.235  -0.053
C: -1.492 4.241 -3.797  -0.052
C: -2.355 4.943 -1.043  -0.022
C: -3.314 5.135 -0.048  -0.050
C: -3.886 4.039 0.595  -0.027
C: -3.472 2.742 0.296  -0.127
C: -4.240 1.564 0.902  -0.357
C: -3.355 0.503 1.550  -0.056
C: -5.191 0.939 -0.121  -0.055
C: -0.755 0.579 -0.645  -0.219
C: 0.148 1.013 0.351  -0.015
C: 0.191 -2.665 -0.535  -0.114
C: -0.756 -2.589 0.663  -0.369
C: -0.128 -1.754 1.746  -0.080
C: -1.165 -3.942 1.241  -0.050
C: 1.158 -3.665 -0.592  0.024
H: 4.335 -3.819 -0.236  0.076
H: 5.175 -5.111 -1.106  0.080
H: 4.817 -3.574 -1.926  0.084
H: 2.764 -5.609 -0.905  0.130
H: 2.223 -5.947 -3.353  0.085
H: 3.638 -4.961 -3.776  0.076
H: 3.842 -6.491 -2.906  0.081
H: 2.433 -3.115 -3.683  0.114
H: -0.169 -0.553 -3.917  0.089
H: 0.575 -2.357 -5.450  0.085
H: 0.934 -0.734 -6.053  0.070
H: 2.240 -1.718 -5.370  0.081
H: 1.436 0.773 -2.601  0.068
H: 2.780 0.116 -3.566  0.092
H: 1.539 1.147 -4.339  0.083
H: -1.614 1.128 -4.007  0.093
H: -3.881 1.329 -3.524  0.059
H: -3.622 2.470 -4.866  0.069
H: -4.400 0.893 -5.172  0.094
H: -0.665 0.670 -6.281  0.068
H: -2.287 0.932 -6.976  0.083
H: -1.444 2.255 -6.148  0.072
H: -2.592 -1.160 -6.730  0.116
H: -2.621 -3.622 -6.446  0.114
H: -2.549 -4.618 -4.190  0.108
H: -2.115 -2.809 -1.135  0.075
H: -1.566 -5.027 -1.997  0.095
H: -2.804 -5.182 -0.733  0.069
H: -3.272 -5.312 -2.425  0.082
H: -4.354 -1.781 -1.391  0.063
H: -5.000 -3.361 -1.891  0.094
H: -4.339 -3.142 -0.244  0.087
H: -1.106 2.375 -2.818  0.096
H: 0.760 3.156 -1.373  0.065
H: 1.083 3.526 -3.088  0.080
H: 0.538 4.812 -1.981  0.087
H: -2.556 4.061 -3.986  0.074
H: -1.353 5.316 -3.628  0.079
H: -0.924 3.950 -4.689  0.077
H: -1.931 5.795 -1.578  0.117
H: -3.650 6.143 0.195  0.111
H: -4.663 4.183 1.348  0.117
H: -4.855 2.010 1.695  0.127
H: -2.572 0.948 2.178  0.083
H: -3.959 -0.169 2.173  0.084
H: -2.878 -0.107 0.776  0.058
H: -5.923 1.677 -0.466  0.088
H: -4.631 0.593 -0.999  0.044
H: -5.727 0.089 0.316  0.084
H: -0.130 1.904 0.911  0.061
H: 1.176 0.685 0.232  0.051
H: -1.672 -2.059 0.363  0.110
H: 0.122 -0.762 1.365  0.025
H: -0.808 -1.612 2.591  0.086
H: 0.802 -2.216 2.091  0.088
H: -1.558 -4.602 0.466  0.047
H: -0.313 -4.441 1.718  0.081
H: -1.948 -3.788 1.999  0.090
H: 1.261 -4.361 0.246  0.122
C: -2.888 0.790 6.631  -0.046
N: -1.967 -0.281 6.312  -0.118
C: -2.554 -1.607 6.269  -0.158
C: -1.503 -2.689 6.436  -0.158
C: -0.343 -2.504 5.461  -0.133
C: -0.016 -1.074 5.137  -0.143
C: -0.805 -0.003 5.653  -0.147
C: -0.409 1.333 5.400  0.001
C: 0.537 1.607 4.438  0.009
C: 1.140 0.548 3.696  -0.197
C: 1.905 0.770 2.502  0.051
C: 3.004 1.708 2.571  -0.206
C: 4.356 1.267 2.542  0.034
C: 5.399 2.123 2.848  -0.140
C: 5.139 3.522 2.992  -0.152
N: 6.167 4.394 3.188  -0.133
C: 5.946 5.829 3.146  -0.047
C: 7.551 3.983 3.115  -0.163
C: 7.759 2.567 3.644  -0.165
C: 6.784 1.578 3.021  -0.149
C: 3.803 3.985 2.909  0.002
C: 2.761 3.096 2.719  -0.031
C: 0.985 -0.766 4.236  0.003
H: -3.236 1.340 5.740  0.103
H: -3.754 0.351 7.134  0.091
H: -2.421 1.509 7.313  0.094
H: -3.305 -1.646 7.065  0.123
H: -3.081 -1.754 5.304  0.139
H: -1.122 -2.680 7.461  0.121
H: -1.980 -3.657 6.271  0.118
H: 0.552 -2.988 5.872  0.127
H: -0.550 -3.062 4.527  0.114
H: -0.910 2.148 5.919  0.106
H: 0.775 2.645 4.198  0.106
H: 2.075 -0.101 1.875  0.106
H: 4.577 0.217 2.345  0.132
H: 5.189 6.132 3.883  0.091
H: 6.890 6.324 3.394  0.090
H: 5.607 6.170 2.154  0.103
H: 7.901 4.028 2.066  0.138
H: 8.140 4.701 3.700  0.123
H: 8.788 2.263 3.442  0.117
H: 7.638 2.565 4.730  0.120
H: 6.748 0.672 3.644  0.124
H: 7.174 1.241 2.043  0.130
H: 3.593 5.054 3.005  0.104
H: 1.733 3.455 2.658  0.111
H: 1.663 -1.565 3.910  0.135